Entry 1:
{
  "formula": "C8H10P2S",
  "method": "ωB97M-V/def2-TZVPD",
  "elements": ["C", "P", "P", "C", "S", "C", "C", "C", "C", "C", "C", "H", "H", "H", "H", "H", "H", "H", "H", "H", "H"],
  "positions_angstrom": [[-3.6637, -1.3099, 0.4797], [-2.0088, -1.7015, 0.2170], [-1.2561, 0.3154, -0.0407], [-1.3356, 0.5297, -1.8841], [-1.9683, 2.6206, 0.9159], [0.4798, 0.0819, 0.2851], [1.2247, 1.2110, 0.0235], [2.6560, 1.1111, 0.1558], [3.1431, 0.0056, 0.8609], [2.3691, -1.0665, 1.1014], [1.0582, -1.0719, 0.7999], [-4.2756, -2.2356, 0.4815], [-3.9440, -0.3221, 0.2552], [-1.0689, -0.4264, -2.4016], [-2.2821, 0.7841, -2.2861], [-0.6865, 1.2776, -2.3108], [0.6904, 2.1944, -0.2070], [3.3591, 1.9243, -0.1970], [4.2308, 0.0392, 1.2262], [2.7060, -1.9283, 1.5137], [0.5724, -2.0328, 1.0116]],
  "forces_ev_per_angstrom": [[2.87, -2.75, -1.24], [-2.33, 0.28, 0.82], [-1.04, 3.32, -0.09], [0.82, -1.46, -0.44], [0.74, -3.23, -1.20], [-0.58, 0.23, 0.20], [2.03, 1.30, -0.39], [-0.99, 0.98, 0.33], [3.35, 2.23, -0.54], [-0.57, 0.55, -0.09], [-1.44, -0.62, -0.40], [-0.19, 1.21, 0.30], [-1.13, 1.04, 0.41], [-0.02, 0.51, 0.58], [-1.35, 0.23, 0.26], [0.58, 0.38, 0.50], [0.94, -1.51, 0.01], [-1.11, -0.92, 0.74], [-1.66, -0.25, -0.86], [1.51, -2.28, 1.39], [-0.43, 0.75, -0.30]],
  "e_above_lowest_ev": 1.777,
  "smiles": "C=P[P@@](C)(=S)c1ccccc1",
  "fmax_ev_per_a": 4.2,
  "gap_ev": 6.80,
  "e_lumo_ev": -1.162
}

Entry 2:
{
  "formula": "C8H10S",
  "method": "ωB97M-V/def2-TZVPD",
  "elements": ["C", "C", "C", "S", "C", "C", "C", "H", "H", "H", "H", "H", "H", "H", "H", "C", "C", "H", "H"],
  "positions_angstrom": [[1.9196, 0.3411, -0.2527], [0.8443, 1.1965, -0.9808], [-0.4921, 1.0768, -0.1605], [-0.1667, 1.5269, 1.5751], [-0.1765, -0.1185, 0.7669], [0.4053, -1.3888, 1.3482], [1.0722, -0.8377, 0.1345], [2.2635, 0.7382, 0.7712], [2.7193, 0.0879, -0.9796], [0.9179, 2.2631, -1.0648], [0.6149, 0.6662, -1.9673], [-1.4510, 1.4537, -0.5056], [-0.2098, -2.2735, 1.2789], [0.7460, -1.1600, 2.3141], [0.8744, -1.3321, -0.7938], [-3.9296, -0.2269, -1.1719], [-4.0228, 0.1831, -0.0494], [-3.8749, -0.6897, -2.0371], [-3.7482, 0.6589, 0.8081]],
  "forces_ev_per_angstrom": [[0.94, 0.56, 1.80], [-2.14, -0.81, -0.48], [1.05, -1.75, 1.15], [0.68, -0.31, -0.03], [-0.52, 0.51, -1.33], [-1.39, 0.44, -1.00], [-0.23, 0.95, 0.40], [0.07, 0.20, -2.08], [-0.12, 0.27, 0.84], [1.07, 0.51, -0.66], [0.50, 1.02, 0.91], [0.15, -0.51, -0.29], [0.41, -0.43, -0.20], [0.64, 0.00, 1.17], [-1.12, -0.66, -0.24], [-0.51, 1.45, 3.76], [0.41, -0.57, -2.15], [0.09, -1.77, -3.70], [0.03, 0.90, 2.11]],
  "e_above_lowest_ev": 7.251,
  "smiles": "C1C[C@@H]2S[C@@]23C[C@H]13.C#C",
  "fmax_ev_per_a": 4.1,
  "gap_ev": 8.53,
  "e_lumo_ev": 0.846
}

Entry 3:
{
  "formula": "C8H10Si",
  "method": "ωB97M-V/def2-TZVPD",
  "elements": ["C", "C", "C", "C", "C", "C", "C", "C", "Si", "H", "H", "H", "H", "H", "H", "H", "H", "H", "H"],
  "positions_angstrom": [[-2.9859, 0.5111, -0.0826], [-3.1396, -0.8802, -0.2505], [-1.7697, 1.1287, 0.0978], [-1.9588, -1.6119, -0.0866], [-0.5513, 0.4766, 0.2140], [-0.7850, -0.8812, 0.0313], [0.7372, 1.1860, 0.3253], [2.7002, -1.2825, 0.5231], [2.1626, 0.1539, -0.5172], [-3.8890, 1.2403, -0.1920], [-4.0598, -1.2504, -0.3692], [-1.8598, 2.1552, 0.2150], [-2.0976, -2.7345, -0.1265], [0.8295, 2.1854, -0.1850], [0.8039, 1.3963, 1.3381], [3.3655, -1.1478, 1.2774], [2.1608, -2.1643, 0.3438], [1.7380, -0.6514, -1.8098], [2.9938, 1.1813, -0.8929]],
  "forces_ev_per_angstrom": [[-2.34, 0.65, -0.96], [4.01, 3.07, 1.34], [-0.67, -0.59, 0.40], [-0.54, -0.82, -0.53], [-1.72, -1.29, -1.57], [0.55, -0.75, 0.65], [0.92, -0.31, -2.45], [-1.21, 1.90, -2.21], [-2.50, -2.39, 0.08], [1.55, -1.64, 0.28], [-3.21, -1.77, -0.53], [0.40, 2.02, 0.12], [0.93, 1.37, 0.06], [-0.76, -0.90, 0.26], [1.06, 0.34, 2.15], [1.80, -0.23, 2.31], [-0.31, -1.26, 0.11], [0.02, 1.14, 1.01], [2.02, 1.45, -0.53]],
  "e_above_lowest_ev": 4.564,
  "fmax_ev_per_a": 5.2,
  "gap_ev": [8.72, 8.20],
  "e_lumo_ev": [-0.107, -0.491]
}

Entry 4:
{
  "formula": "C8H11BrN3",
  "method": "ωB97M-V/def2-TZVPD",
  "elements": ["C", "C", "C", "C", "C", "C", "C", "C", "N", "N", "N", "Br", "H", "H", "H", "H", "H", "H", "H", "H", "H", "H", "H"],
  "positions_angstrom": [[2.6334, 1.6845, 0.6038], [1.7702, 0.6709, 1.0082], [1.8238, 1.2746, -1.6751], [2.6498, 1.9313, -0.7901], [1.0451, -0.0666, 0.1225], [-2.5585, -1.2035, 1.0911], [-3.9429, -0.9199, 1.5934], [0.3894, -0.7212, -1.9875], [-1.8806, -0.3889, 0.4390], [1.0749, 0.2512, -1.2013], [0.2940, -1.1281, 0.4285], [3.9497, 3.0984, -1.6503], [3.2270, 2.3397, 1.2289], [1.6448, 0.5183, 2.0887], [2.1559, 1.6064, -2.7141], [-2.3449, -2.3539, 1.2739], [-4.7403, -1.6243, 1.6455], [-3.7606, -0.6180, 2.5829], [-4.3825, -0.0491, 1.2095], [0.6366, -1.7496, -1.7026], [-0.6929, -0.5674, -1.9104], [0.7480, -0.6409, -3.0371], [0.2607, -1.3438, 1.3527]],
  "forces_ev_per_angstrom": [[-0.64, 0.00, -1.65], [1.52, 2.06, 2.33], [1.66, 0.05, -0.28], [0.94, 0.79, 0.44], [-1.00, -0.40, -0.01], [-0.73, -2.92, -0.78], [0.25, 0.94, 0.18], [-0.44, -0.71, -3.19], [0.70, -0.45, 0.65], [0.82, 0.24, -0.21], [-0.65, 0.39, -3.18], [-0.86, -0.54, 0.92], [-0.06, -0.43, 0.34], [0.06, -0.24, -0.59], [-1.87, -1.44, 0.80], [0.57, 2.23, -0.31], [0.17, -1.36, -0.41], [0.20, 0.19, 1.83], [-0.31, 1.33, -1.13], [-0.08, 0.53, 0.29], [0.29, -0.15, -0.13], [-0.54, 0.31, 0.57], [0.01, -0.42, 3.52]],
  "e_above_lowest_ev": 3.478,
  "fmax_ev_per_a": 3.5,
  "charge": 1,
  "gap_ev": [8.39, 6.64],
  "e_lumo_ev": [-4.455, -6.061]
}

Entry 5:
{
  "formula": "C8H11Cl2N2PdS",
  "method": "ωB97M-V/def2-TZVPD",
  "elements": ["Pd", "N", "C", "C", "N", "H", "H", "H", "H", "H", "H", "H", "H", "Cl", "C", "C", "C", "C", "C", "Cl", "C", "S", "H", "H", "H"],
  "positions_angstrom": [[1.4657, -0.4499, -0.0775], [-0.5808, -2.2356, -1.7214], [0.4866, -3.1830, -1.9140], [1.7348, -2.5419, -2.5220], [2.4582, -1.7435, -1.5356], [-1.0743, -2.2876, -0.8479], [-1.1789, -2.0821, -2.5151], [0.1925, -4.0246, -2.5612], [0.7594, -3.6070, -0.9455], [1.4267, -1.8928, -3.3447], [2.3715, -3.3365, -2.9413], [3.2357, -1.2519, -1.9599], [2.8315, -2.3385, -0.8021], [0.3708, 2.0920, -0.6258], [-0.5067, 2.3678, 0.8419], [-1.2671, 3.5227, 0.8936], [-2.0054, 3.8389, 2.0230], [-1.9673, 2.9751, 3.1059], [-1.2038, 1.8272, 3.0447], [-1.2169, 0.8012, 4.4515], [-0.4248, 1.4437, 1.9200], [0.4970, 0.0013, 1.9355], [-1.2747, 4.1778, 0.0320], [-2.6001, 4.7423, 2.0595], [-2.5295, 3.1848, 4.0064]],
  "forces_ev_per_angstrom": [[0.10, -0.53, 0.08], [0.02, 0.12, -0.11], [-0.02, -0.08, -0.15], [-0.09, -0.10, 0.04], [0.17, 0.14, -0.11], [0.05, 0.10, 0.02], [-0.09, -0.13, 0.04], [0.05, -0.01, 0.03], [-0.02, 0.02, 0.02], [0.03, 0.04, 0.02], [-0.03, 0.00, -0.02], [-0.03, 0.01, 0.02], [0.02, 0.05, 0.00], [0.03, 0.11, -0.24], [-0.17, -0.02, 0.46], [-0.01, 0.05, -0.04], [-0.02, 0.06, -0.04], [0.00, -0.03, 0.04], [0.08, 0.06, -0.23], [-0.04, -0.05, 0.14], [-0.19, 0.35, -0.09], [0.16, -0.16, 0.13], [0.00, 0.00, -0.01], [0.00, 0.00, -0.01], [0.00, -0.01, 0.01]],
  "fmax_ev_per_a": 0.5,
  "charge": -1,
  "gap_ev": 5.41,
  "e_lumo_ev": 3.264
}

Entry 6:
{
  "formula": "C8H11ClN4O2",
  "method": "ωB97M-V/def2-TZVPD",
  "elements": ["C", "N", "C", "C", "C", "C", "Cl", "C", "C", "H", "H", "H", "H", "H", "H", "O", "N", "O", "H", "C", "N", "N", "H", "H", "H", "H"],
  "positions_angstrom": [[0.8796, 1.5233, -1.7171], [0.7789, 0.6832, -0.8504], [0.6715, -0.5925, -0.8237], [1.6187, -1.3705, -0.1992], [1.4396, -2.7101, -0.1754], [0.3012, -3.3399, -0.6651], [0.1301, -5.0544, -0.4045], [-0.5586, -2.5490, -1.3797], [-0.4858, -1.1760, -1.4273], [1.0925, 2.4490, -1.2963], [1.1349, 1.4860, -2.7689], [2.4926, -0.8981, 0.2968], [2.1588, -3.3097, 0.3249], [-1.4582, -3.0077, -1.8905], [-1.2228, -0.5151, -1.7063], [-0.9150, 4.0769, -0.9154], [-0.5320, 3.5316, 0.0578], [-0.1024, 4.0434, 1.0192], [-0.7985, 2.4429, 0.2008], [-1.3590, -0.2626, 1.4352], [-0.9717, 0.9555, 1.5368], [-0.4999, 1.5090, 2.5841], [-1.4367, -1.0020, 2.2193], [-1.7629, -0.5893, 0.4959], [-0.4053, 1.1823, 3.5478], [-0.1895, 2.4938, 2.5013]],
  "forces_ev_per_angstrom": [[1.74, 1.97, -1.93], [0.14, 2.11, 2.86], [-2.04, -4.01, -1.60], [1.05, 0.99, 0.37], [-0.28, -1.57, 0.72], [1.33, 0.46, -0.20], [-0.21, 0.33, -0.32], [-3.51, -1.02, -1.18], [3.72, -1.22, 1.67], [-0.19, 2.34, 0.05], [-0.50, -0.94, -0.60], [-0.71, -0.38, -0.53], [0.57, -0.49, 0.38], [1.07, 0.33, 0.79], [-1.65, 0.96, -1.21], [-0.44, 1.13, -2.58], [-2.70, -4.44, 0.01], [2.08, 1.79, 3.18], [0.87, 1.42, -0.37], [-0.47, 0.55, 0.19], [-1.24, -1.72, -2.28], [1.90, 3.12, 3.16], [0.37, 0.11, 0.60], [-0.01, 0.21, -0.16], [-0.43, -0.87, -0.72], [-0.48, -1.15, -0.31]],
  "e_above_lowest_ev": 3.862,
  "smiles": "C=Nc1ccc(Cl)cc1.O=[NH+][O-].C=NN",
  "fmax_ev_per_a": 5.2,
  "gap_ev": 8.82,
  "e_lumo_ev": 0.621
}